Molecular formula: C23H21CrN2O2Se
Method: DFT, ωB97M-V/def2-TZVPD

```
50
Properties=species:S:1:pos:R:3
Cr 0.285 0.894 -0.534
O -0.549 0.909 -2.205
C -0.459 1.744 -3.199
C -1.135 1.481 -4.405
C -1.065 2.337 -5.483
C -0.318 3.512 -5.410
C 0.340 3.811 -4.243
C 0.303 2.958 -3.126
C 1.040 3.311 -1.974
N 1.171 2.524 -0.936
N 1.947 2.960 0.070
C 2.081 2.022 0.986
O 1.500 0.877 0.854
C 2.938 2.315 2.130
C 3.346 3.632 2.377
C 4.145 3.926 3.459
C 4.560 2.917 4.318
C 4.165 1.609 4.081
C 3.358 1.307 3.002
H -1.712 0.565 -4.460
H -1.596 2.103 -6.396
H -0.253 4.179 -6.258
H 0.909 4.729 -4.165
H 1.547 4.275 -1.949
H 3.005 4.401 1.704
H 4.451 4.946 3.650
H 5.185 3.156 5.169
H 4.491 0.823 4.750
H 3.032 0.295 2.812
C -3.377 -6.237 0.983
C -2.734 -4.889 0.799
C -3.132 -4.026 -0.209
C -2.643 -2.729 -0.301
C -3.126 -1.829 -1.398
C -1.733 -2.275 0.656
Se -1.333 -0.374 0.806
C -1.244 -3.164 1.624
C -0.194 -2.732 2.599
C -1.753 -4.451 1.681
H -3.955 -6.521 0.105
H -4.058 -6.206 1.836
H -2.633 -7.008 1.182
H -3.862 -4.354 -0.940
H -3.431 -2.408 -2.269
H -2.345 -1.123 -1.684
H -3.977 -1.243 -1.056
H 0.735 -2.508 2.075
H 0.001 -3.499 3.345
H -0.513 -1.817 3.095
H -1.403 -5.124 2.455
```

Expectation value of S²: 6.03
Spin multiplicity: 5
LUMO level (alpha / beta) (eV): 2.71 / 2.52
HOMO-LUMO gap (alpha / beta) (Ha): 0.23875 / 0.24294
E_tot (Eh): -4595.07405
Total charge: -1

Atomic partial charges in e from the Mulliken method, atoms 1 to 6:
1. Cr 0.708
2. O -0.394
3. C 0.705
4. C -0.519
5. C -0.422
6. C -0.628